(1)
Here is 2 unconnected molecules or ions with the total composition C5H6ClNS from the Open Molecules 2025 dataset. Energies are from wB97M-V/def2-TZVPD.

XYZ file:
```
14
Properties=species:S:1:pos:R:3:forces:R:3
C -0.42627 0.66261 -1.76711 0.67 0.16 1.31
C 0.23134 0.57955 -0.65208 -0.55 0.27 -0.81
N 0.96363 0.35878 0.32216 1.31 -0.08 0.25
C 1.37358 1.34983 1.36586 -3.75 -3.53 1.64
S 1.85951 -1.13868 0.28408 -0.10 -0.57 0.30
H -0.02625 0.54292 -2.71773 1.62 0.20 -1.43
H -1.43201 0.88390 -1.85953 -2.19 -0.12 0.60
H 0.38985 1.74184 1.69820 0.79 0.06 0.32
H 1.85932 0.72073 2.14824 -0.26 0.86 -0.68
H 1.91061 2.08808 0.97094 2.55 2.81 -1.53
C -1.81393 -1.51941 0.67496 -0.22 -0.56 0.75
C -1.62822 -2.12145 -0.33629 0.32 0.03 -1.49
Cl -1.29011 -2.66961 -1.84083 -0.04 -0.15 0.01
H -1.97105 -1.47908 1.70913 -0.15 0.62 0.77
```
Forces are in eV/Å.

ΔE to the lowest compared entry with this formula, charge and spin = 138.30 kcal per mole
LUMO level = -0.066 eV
HOMO energy = -7.64 eV
Calculated total energy = -1107.02986 a.u.
Net charge = 0

=====

(2)
Here is C4H6OS in the gas phase from the Open Molecules 2025 dataset. Energies are from wB97M-V/def2-TZVPD.

XYZ file:
```
12
Properties=species:S:1:pos:R:3:forces:R:3
C -0.34304 1.89966 -1.00070 -0.78 -5.76 1.22
C 0.87680 -1.21561 0.56808 0.04 0.04 -0.23
C -0.47590 -0.71416 0.97717 -0.20 0.15 0.04
C 0.02572 -0.47275 -0.41702 -0.28 -0.12 0.20
O 0.53741 0.76624 -0.76946 -0.02 2.44 -0.47
S 0.22994 3.35837 -1.29812 1.33 2.98 -0.62
H -1.39402 1.63357 -0.95447 -0.01 0.36 -0.07
H 1.73416 -0.67524 0.94138 0.00 0.07 -0.02
H 1.04067 -2.27134 0.42926 -0.08 -0.13 -0.04
H -1.27421 -1.42737 1.11069 -0.07 -0.08 -0.04
H -0.51877 0.12821 1.65143 0.07 0.10 -0.02
H -0.43875 -1.00958 -1.23826 0.00 -0.05 0.04
```
Forces are in eV/Å.

Multiplicity = 3
ΔE to the lowest compared entry with this formula, charge and spin = 38.98 kcal per mole
Expectation value of S² = 2.01
LUMO level (spin up / spin down) = 1.051 / -2.680 eV
HOMO energy (spin up / spin down) = -6.48 / -9.72 eV
Calculated total energy = -629.26615 a.u.
Net charge = 0

=====

(3)
Here is a molecular structure, C36H42BBrN10O2PS2Ti from the Open Molecules 2025 dataset. Energies are from wB97M-V/def2-TZVPD.

XYZ file:
```
96
Properties=species:S:1:pos:R:3:forces:R:3
Ti -0.30556 2.04522 -0.09694 0.05 0.72 -0.60
C 2.34083 3.75461 -0.76107 -0.99 -0.95 0.65
O 1.51779 2.60873 -0.45574 0.43 0.51 0.04
C 2.58155 1.37378 1.82229 0.29 0.22 -0.24
C 3.71440 1.91906 2.37028 0.07 1.57 0.66
C 3.55477 2.93045 3.31386 -1.11 -1.53 -0.04
C 2.25306 3.20596 3.75748 0.07 -0.22 -0.87
C 1.10191 2.58285 3.22810 0.26 -0.30 1.28
C 1.28387 1.64482 2.22807 -0.34 -0.45 0.21
N 0.27043 0.96950 1.52797 -0.56 -0.18 0.22
N -0.09634 -0.25467 2.03615 1.10 1.44 0.20
C -1.15766 -0.83351 1.50679 -0.54 -0.27 -0.91
C -2.10702 -0.20412 0.60012 0.84 -1.26 0.66
O -1.91715 0.98458 0.08825 -0.28 0.22 -0.04
C -3.22290 -0.99523 0.28844 -0.86 -0.09 -0.81
C -3.37544 -2.29917 0.71703 -1.01 -0.75 -0.02
C -2.44321 -2.99936 1.53225 0.13 1.08 0.11
C -2.67255 -4.26115 2.15449 0.06 0.47 -0.65
C -1.82490 -4.70690 3.14029 0.35 0.86 -0.27
C -0.60577 -4.01721 3.43655 -0.79 0.63 -1.64
C -0.36101 -2.82860 2.74053 0.10 -0.88 1.21
C -1.31306 -2.23879 1.88891 0.04 0.06 0.51
H 1.80914 4.68791 -0.50536 0.36 -0.34 0.21
H 3.31295 3.66171 -0.23476 -0.44 0.30 -0.09
H 2.51243 3.77910 -1.82500 0.25 0.03 -0.57
H 4.71114 1.67637 2.04693 0.14 -0.08 -0.09
H 4.45151 3.23984 3.78512 0.38 0.98 0.51
H 2.12608 3.94893 4.50027 -0.14 0.53 0.80
H 0.11135 2.68832 3.72737 0.90 0.22 -0.77
H -4.00983 -0.55447 -0.36290 0.63 -0.27 0.59
H -4.31285 -2.83813 0.52468 0.31 0.39 -0.24
H -3.53829 -4.84027 1.79695 0.28 0.28 0.60
H -2.17900 -5.50667 3.73405 0.17 -1.09 0.42
H 0.15160 -4.42600 4.09221 -0.23 0.04 0.22
H 0.52268 -2.25802 2.98665 0.10 -0.02 -0.01
C -2.22450 -0.72729 -4.32756 0.95 0.27 0.00
N -2.44303 0.62434 -3.86235 1.22 -0.22 0.69
C -3.55056 1.32637 -4.17716 -0.17 0.43 -0.16
C -3.42553 2.53854 -3.61160 0.09 1.07 -0.30
N -2.22228 2.58734 -2.91683 0.12 -0.75 -0.20
B -1.68423 3.80531 -2.07308 0.02 -0.43 0.84
N -2.66649 4.05737 -0.82329 -0.44 -0.12 0.75
C -4.03642 4.30393 -1.00916 1.07 1.13 3.85
C -4.55500 4.71324 0.23504 1.57 -1.13 -2.48
N -3.51067 4.62644 1.16382 -0.60 -0.39 -2.37
C -3.62026 5.17820 2.47298 -0.25 -0.77 1.78
C -2.36593 4.24151 0.49233 -1.28 0.30 -0.21
S -0.88598 4.05612 1.30450 0.50 -0.13 -0.06
C -1.61821 1.38285 -3.09811 -0.20 0.21 0.32
S -0.08138 0.88389 -2.49200 -0.07 -0.22 0.03
H -3.07807 -1.30732 -4.05021 -0.52 -0.53 0.04
H -1.33795 -1.11730 -3.80296 -0.32 0.11 -0.46
H -2.09547 -0.70860 -5.42156 0.09 -0.23 0.45
H -4.22769 0.86947 -4.84982 -0.81 0.12 -0.35
H -3.98645 3.44407 -3.82545 0.02 -0.42 0.33
H -0.52431 3.53727 -1.66538 -0.91 0.26 -0.27
H -1.73334 4.80525 -2.71812 0.18 0.09 -0.25
H -4.38171 4.32717 -1.99361 -0.96 -0.02 -0.85
H -5.54444 5.05771 0.44966 -0.14 0.03 0.35
H -4.54164 4.91300 3.03335 0.29 -0.12 -0.91
H -3.56544 6.22974 2.43759 0.03 1.40 -0.15
H -2.82103 4.85555 3.12846 0.36 -0.26 -0.25
Br -3.06177 -4.49137 -2.30237 0.42 -0.04 0.27
C -1.49328 -4.76539 -1.26659 -0.75 -0.96 -0.08
C -1.25869 -5.96952 -0.61616 -1.56 -0.16 -0.98
C -0.14068 -6.13400 0.10519 0.98 0.06 1.26
C 0.79067 -5.11117 0.23190 -0.29 -0.07 -0.86
N 0.60408 -3.97164 -0.42611 -0.68 0.36 -0.45
C -0.55498 -3.80552 -1.13626 1.24 1.62 -0.18
H -1.94431 -6.80270 -0.66927 -0.26 0.13 -0.14
H -0.07049 -7.04148 0.65216 0.54 -0.62 0.37
H 1.71771 -5.27656 0.77156 -0.11 0.28 0.07
H -0.74092 -2.84614 -1.66172 0.52 -0.45 0.58
C 3.70955 -2.68232 -0.11173 -0.74 2.20 -1.10
N 2.47286 -1.99268 -0.77182 0.24 0.63 1.32
C 2.98041 -1.31343 -2.04653 -0.80 -0.38 0.16
N 3.99759 -0.34836 -1.76001 0.81 -1.64 -0.99
C 5.15093 -1.00161 -1.15848 -0.49 -0.79 0.32
N 4.75188 -1.70835 0.07483 -0.50 0.12 1.14
C 4.28068 -0.69094 1.08105 -0.20 -0.16 -0.99
P 2.90913 0.44814 0.40965 0.42 -2.44 0.92
C 1.78237 -0.95084 0.09181 -1.15 0.50 -0.77
C 3.58632 0.86187 -1.18250 -0.34 2.44 -0.39
H 3.90933 -3.42811 -0.84455 0.78 -0.74 -0.37
H 3.35305 -3.10956 0.79741 -0.02 -0.28 0.78
H 1.72830 -2.77039 -0.73738 -0.03 -0.15 -0.88
H 2.12122 -0.87289 -2.52757 -0.31 0.40 -0.09
H 3.32298 -2.11142 -2.69069 0.45 -0.12 -0.13
H 5.93339 -0.28981 -0.86533 -0.22 -0.13 -0.44
H 5.49643 -1.73834 -1.89842 0.28 0.22 0.39
H 5.13019 -0.09174 1.35612 0.40 0.12 0.15
H 3.87033 -1.14554 1.99694 0.24 -0.06 -0.39
H 0.80501 -0.62480 -0.44378 1.59 -0.65 0.85
H 1.52805 -1.33571 1.10436 -0.01 -0.04 -0.75
H 4.39585 1.62033 -1.14685 -0.29 -0.57 0.14
H 2.77993 1.34831 -1.73861 0.02 -0.16 -0.14
```
Forces are in eV/Å.

Multiplicity = 3
ΔE to the lowest compared entry with this formula, charge and spin = 22.28 kcal per mole
Expectation value of S² = 2.06
LUMO level (spin up / spin down) = -2.049 / -2.275 eV
HOMO energy (spin up / spin down) = -7.70 / -9.38 eV
Calculated total energy = -6680.97611 a.u.
Net charge = +1

=====

no.,F_max (Eh/bohr)
1,0.105
2,0.115
3,0.081